[1]
{"formula": "H20O24S2V3", "method": "ωB97M-V/def2-TZVPD", "charge": -1, "gap_ev": 2.12, "symbols": ["V", "V", "V", "S", "S", "O", "O", "O", "O", "O", "O", "O", "O", "O", "O", "O", "O", "O", "O", "O", "O", "O", "O", "O", "O", "O", "O", "O", "O", "H", "H", "H", "H", "H", "H", "H", "H", "H", "H", "H", "H", "H", "H", "H", "H", "H", "H", "H", "H"], "xyz": [[19.629670, 18.297690, 12.447930], [18.611540, 25.662910, 14.529280], [23.209290, 22.612560, 6.982210], [23.235560, 22.283730, 13.031720], [17.792930, 23.036310, 9.748800], [12.855310, 19.110990, 13.294750], [24.549930, 22.644570, 13.473390], [22.789980, 21.034190, 13.577160], [13.429100, 23.302300, 4.953640], [23.289080, 22.252430, 11.559750], [14.893290, 27.286770, 13.640410], [18.059450, 24.356750, 10.285010], [21.740470, 26.438390, 8.360790], [24.619870, 23.343870, 6.892350], [18.302720, 25.079670, 16.033630], [17.956170, 22.148730, 10.879660], [20.428500, 17.542650, 11.294830], [18.510690, 28.183880, 5.738910], [23.353050, 21.151410, 6.352220], [18.652920, 18.273260, 5.806000], [18.764810, 22.619230, 8.746760], [12.339110, 25.960690, 10.231490], [21.776300, 23.775120, 3.378450], [14.356030, 19.122550, 8.517600], [18.327650, 17.548030, 12.910810], [16.474340, 23.044800, 9.192590], [19.383740, 27.122900, 14.643910], [17.849090, 29.851460, 9.815310], [22.338120, 23.217400, 13.603900], [18.853590, 19.173260, 6.062860], [11.940950, 26.591350, 9.631520], [13.899620, 23.121460, 5.767360], [19.136800, 27.687170, 6.265690], [13.409780, 19.248160, 8.588850], [14.719070, 20.007450, 8.554840], [12.726010, 25.297220, 9.660220], [20.865290, 23.550640, 3.188900], [22.309730, 27.174650, 8.584630], [13.260770, 19.974380, 13.214860], [18.055040, 17.957910, 6.483740], [17.612820, 30.012130, 8.901750], [17.877980, 28.897740, 9.891550], [12.528670, 18.917020, 12.416170], [22.083270, 24.219800, 2.588350], [14.298760, 27.025750, 12.937110], [13.396160, 24.257570, 4.902680], [14.599520, 28.162860, 13.890210], [18.938490, 28.283660, 4.888460], [21.094830, 26.410890, 9.066920]], "forces_ev_per_a": [[0.710, 0.483, -1.235], [1.636, 2.184, 3.590], [1.782, -1.134, -0.445], [1.081, -1.475, -1.969], [0.408, 0.843, -1.087], [-0.126, -0.141, 0.242], [2.570, 0.623, 0.816], [-0.677, -3.335, 0.401], [-0.212, -0.117, -0.208], [-0.441, 0.105, -0.523], [0.279, -0.131, 0.202], [0.970, 2.386, 0.839], [0.078, -0.102, -0.413], [-1.969, -1.049, 0.009], [0.688, 1.478, -3.820], [0.051, -2.574, 2.629], [-1.258, 0.381, 1.364], [-0.220, 0.189, 0.010], [-0.186, 2.330, 0.913], [0.133, -0.178, -0.283], [1.273, -0.250, -1.159], [-0.107, 0.099, 0.276], [0.150, -0.053, 0.307], [-0.030, -0.322, -0.037], [0.693, -0.075, -0.377], [-2.445, -0.647, -0.891], [-2.202, -4.010, -0.320], [0.057, 0.243, 0.188], [-3.025, 4.028, 1.025], [0.015, 0.265, 0.128], [-0.087, 0.165, -0.123], [0.237, -0.103, 0.258], [0.153, -0.228, 0.240], [-0.196, 0.020, -0.015], [0.310, 0.373, 0.077], [0.265, -0.250, -0.087], [-0.288, -0.102, 0.015], [0.195, 0.140, 0.067], [0.176, 0.221, -0.022], [-0.175, -0.048, 0.190], [-0.048, 0.015, -0.261], [-0.015, -0.312, 0.045], [-0.021, -0.079, -0.223], [0.158, 0.113, -0.156], [-0.140, -0.198, -0.311], [0.028, 0.217, -0.018], [-0.002, 0.218, 0.086], [0.076, 0.033, -0.197], [-0.303, -0.237, 0.262]]}

---

[2]
{"formula": "H21N7", "method": "ωB97M-V/def2-TZVPD", "spin_multiplicity": 2, "s_squared": 0.7578, "charge": 1, "gap_ev": [8.23, 1.51], "symbols": ["N", "N", "N", "N", "N", "N", "N", "H", "H", "H", "H", "H", "H", "H", "H", "H", "H", "H", "H", "H", "H", "H", "H", "H", "H", "H", "H", "H"], "xyz": [[1.846327, 6.003107, -1.643312], [1.912150, -4.555603, -0.265751], [-3.349051, -1.223788, -2.347128], [0.090757, 1.133399, -0.515363], [-2.504969, -1.290129, 1.788961], [-2.525458, -4.411675, 1.135738], [4.477509, 4.148366, 1.640296], [4.277674, 3.408905, 1.011196], [0.518068, 1.676681, -1.334235], [2.486139, -3.947036, -0.630575], [2.280957, -5.497140, -0.266330], [0.811761, 0.966597, 0.168051], [1.588589, 5.118325, -1.370406], [-2.917760, -4.118766, 0.283037], [-1.507767, -4.126006, 1.154856], [-3.200671, -2.249248, -2.374779], [-3.313829, -0.864792, -1.451819], [-2.742122, -0.603236, -2.879165], [1.326111, 6.321485, -2.421584], [3.699539, 4.133893, 2.216247], [1.431504, -4.330696, 0.548877], [-0.617130, 1.742560, 0.018245], [5.446878, 3.967470, 2.183203], [-2.835131, -3.769343, 1.814866], [-1.877520, -0.562276, 1.729891], [1.746579, 6.659445, -0.819239], [-3.329042, -1.180101, 1.112488], [-2.903682, -1.372459, 2.753089]], "forces_ev_per_a": [[1.366, 3.040, 1.558], [-2.829, -4.864, 0.810], [0.104, -0.991, -1.584], [-1.063, 1.761, -0.273], [-4.278, -2.333, 0.049], [3.125, 1.082, 0.563], [4.238, 0.219, 0.423], [0.528, -0.843, -0.851], [-0.971, -0.870, 1.867], [3.546, 4.158, -2.171], [-0.149, 0.104, -0.013], [0.459, -0.009, -0.040], [-0.802, -2.272, 0.629], [-0.681, -0.108, -1.655], [-0.965, -1.191, -0.530], [0.204, 1.383, -0.340], [-0.202, 0.514, 2.339], [-0.039, -0.904, -0.439], [-0.646, 0.330, -0.606], [-1.339, 0.285, 2.046], [-0.593, 0.611, 1.407], [1.525, -0.872, -1.512], [-3.428, 0.342, -1.605], [-1.384, 0.509, 1.656], [1.747, 1.866, -0.330], [0.083, -1.098, -1.589], [1.815, -0.014, 1.344], [0.626, 0.164, -1.153]]}

---

[3]
{"formula": "H21O10", "method": "ωB97M-V/def2-TZVPD", "charge": 1, "gap_ev": 10.79, "symbols": ["O", "O", "O", "O", "O", "O", "O", "O", "O", "O", "H", "H", "H", "H", "H", "H", "H", "H", "H", "H", "H", "H", "H", "H", "H", "H", "H", "H", "H", "H", "H"], "xyz": [[-1.322183, -2.405040, 2.271427], [1.127487, -0.883488, -1.430618], [2.357079, 0.748517, 2.082209], [-1.809827, 1.847856, 0.294862], [1.463872, -2.060820, 0.672724], [-0.001290, 2.991001, 2.181768], [-3.167347, -0.450649, -1.974712], [0.118941, 0.197988, 0.806676], [-0.315408, -2.290554, -2.810138], [1.972856, 2.237937, -2.063137], [-1.326162, 2.150279, -0.300315], [-1.456531, -3.344395, 2.469648], [2.277155, 0.465914, 3.055087], [2.117620, 2.755198, -1.337604], [1.681811, -1.175839, 1.193915], [-1.921782, -2.033808, 3.069237], [-0.781844, 0.387659, 0.961938], [1.695222, -0.280693, -1.767033], [0.793075, -2.749676, 1.168205], [0.394346, -1.080942, -2.107011], [1.005438, -1.449998, -0.168778], [-0.137653, -2.730717, -3.604885], [-0.617103, 2.370662, 2.550439], [-3.764554, 0.074862, -2.292711], [-1.221112, -2.192910, -2.500856], [-2.693365, 1.832742, 0.216185], [2.096671, 1.704562, 1.903912], [-3.488236, -1.332309, -2.097651], [-0.836143, 3.441713, 1.697321], [0.560109, 0.763183, 0.257046], [2.229594, 2.962542, -2.614575]], "forces_ev_per_a": [[-2.209, 0.683, 3.075], [-3.697, -2.780, 0.925], [0.205, 0.169, 1.218], [-2.064, -4.231, 9.873], [-1.631, 0.262, 1.560], [-3.200, 2.187, -1.986], [5.891, -4.289, 3.053], [0.060, -3.773, 2.494], [-0.222, 1.232, 2.296], [-0.548, -1.588, -2.178], [5.883, 4.293, -8.750], [0.150, -0.054, -0.341], [0.022, 1.515, -2.217], [0.355, 1.302, 4.429], [-0.800, -2.106, -0.043], [2.170, -0.799, -2.792], [-1.259, 0.939, -0.378], [2.985, 3.216, -1.471], [2.095, 3.214, -1.336], [1.366, -0.153, 0.825], [0.761, -0.969, -0.215], [-0.453, -1.007, -1.779], [0.231, -1.438, 1.008], [-5.485, 4.876, -3.021], [-0.169, -0.497, -0.949], [-4.545, 0.249, -1.299], [0.157, -1.898, 1.212], [-0.466, -0.674, -0.037], [3.294, -0.649, 1.022], [0.956, 2.588, -2.037], [0.166, 0.181, -2.163]]}

---

[4]
{"formula": "H21O10", "method": "ωB97M-V/def2-TZVPD", "spin_multiplicity": 2, "s_squared": 0.7573, "charge": 2, "gap_ev": [10.05, 2.49], "symbols": ["O", "O", "O", "O", "O", "O", "O", "O", "O", "O", "H", "H", "H", "H", "H", "H", "H", "H", "H", "H", "H", "H", "H", "H", "H", "H", "H", "H", "H", "H", "H"], "xyz": [[0.724280, -0.360765, 3.706607], [1.496248, -0.326837, -2.080390], [1.529050, 0.302280, 1.087298], [3.156584, -1.771162, 0.446579], [-0.767800, 1.576961, -3.488612], [-2.163589, 2.164414, 0.161378], [-0.038499, 1.492577, -0.856060], [-2.494954, -2.266385, 0.310784], [-0.214531, -2.346446, -2.168803], [-0.592665, 2.373391, 2.989316], [-1.136430, -2.363111, -1.961487], [0.000423, 2.187793, 2.198153], [-0.837444, 1.161358, -0.461984], [0.076481, 0.254230, 3.977561], [-2.036559, 1.781708, 0.994363], [0.056472, -3.186408, -2.322512], [0.944964, -1.204053, -2.637834], [-3.082873, -2.289793, 1.012596], [-2.646258, 2.921165, 0.115022], [-1.626818, 1.536412, -3.819699], [0.396029, -1.167069, 3.423638], [3.872409, -2.100997, -0.052665], [-0.092482, 2.509426, 3.607198], [0.701209, 0.084089, -1.428798], [-2.819684, -2.921831, -0.271831], [3.482597, -0.849821, 0.628370], [-0.685735, 1.650430, -2.487655], [1.235936, 0.493793, -2.832990], [0.800458, -0.235585, 1.159959], [0.721186, 1.376700, -0.434565], [2.041995, -0.476463, 1.487064]], "forces_ev_per_a": [[3.726, 1.901, -0.180], [-4.940, 1.943, -3.665], [3.285, -0.522, 1.787], [-0.987, 2.522, 1.460], [3.540, -0.255, 2.467], [2.112, -3.396, -2.003], [-3.107, -0.116, -4.278], [2.437, 1.124, -1.267], [0.238, 4.218, 0.363], [-7.498, -3.794, -12.509], [-0.962, 0.172, 0.068], [-1.014, 0.720, 1.369], [-0.856, 0.294, 0.787], [-2.081, 1.296, 0.718], [-0.718, 0.109, 2.210], [1.236, -4.243, -0.787], [0.954, 2.150, 2.506], [-1.861, 0.038, 2.242], [-2.266, 3.300, 0.437], [-2.308, -0.044, -0.405], [-1.772, -3.051, -0.738], [1.409, -1.215, -1.143], [8.828, 3.026, 11.200], [1.739, -1.225, -1.614], [-0.579, -1.157, -0.960], [0.018, -1.194, -0.402], [-1.047, 0.307, -2.255], [1.340, -2.811, 2.051], [-4.432, -1.548, -0.547], [4.836, -0.153, 3.662], [0.732, 1.605, -0.575]]}

---

- Among the records above, which one has the highest charge?
  number 4

---

- Number 2 is which compound?
  H21N7

---

Repeat the third record exactly.
{"formula": "H21O10", "method": "ωB97M-V/def2-TZVPD", "charge": 1, "gap_ev": 10.79, "symbols": ["O", "O", "O", "O", "O", "O", "O", "O", "O", "O", "H", "H", "H", "H", "H", "H", "H", "H", "H", "H", "H", "H", "H", "H", "H", "H", "H", "H", "H", "H", "H"], "xyz": [[-1.322183, -2.405040, 2.271427], [1.127487, -0.883488, -1.430618], [2.357079, 0.748517, 2.082209], [-1.809827, 1.847856, 0.294862], [1.463872, -2.060820, 0.672724], [-0.001290, 2.991001, 2.181768], [-3.167347, -0.450649, -1.974712], [0.118941, 0.197988, 0.806676], [-0.315408, -2.290554, -2.810138], [1.972856, 2.237937, -2.063137], [-1.326162, 2.150279, -0.300315], [-1.456531, -3.344395, 2.469648], [2.277155, 0.465914, 3.055087], [2.117620, 2.755198, -1.337604], [1.681811, -1.175839, 1.193915], [-1.921782, -2.033808, 3.069237], [-0.781844, 0.387659, 0.961938], [1.695222, -0.280693, -1.767033], [0.793075, -2.749676, 1.168205], [0.394346, -1.080942, -2.107011], [1.005438, -1.449998, -0.168778], [-0.137653, -2.730717, -3.604885], [-0.617103, 2.370662, 2.550439], [-3.764554, 0.074862, -2.292711], [-1.221112, -2.192910, -2.500856], [-2.693365, 1.832742, 0.216185], [2.096671, 1.704562, 1.903912], [-3.488236, -1.332309, -2.097651], [-0.836143, 3.441713, 1.697321], [0.560109, 0.763183, 0.257046], [2.229594, 2.962542, -2.614575]], "forces_ev_per_a": [[-2.209, 0.683, 3.075], [-3.697, -2.780, 0.925], [0.205, 0.169, 1.218], [-2.064, -4.231, 9.873], [-1.631, 0.262, 1.560], [-3.200, 2.187, -1.986], [5.891, -4.289, 3.053], [0.060, -3.773, 2.494], [-0.222, 1.232, 2.296], [-0.548, -1.588, -2.178], [5.883, 4.293, -8.750], [0.150, -0.054, -0.341], [0.022, 1.515, -2.217], [0.355, 1.302, 4.429], [-0.800, -2.106, -0.043], [2.170, -0.799, -2.792], [-1.259, 0.939, -0.378], [2.985, 3.216, -1.471], [2.095, 3.214, -1.336], [1.366, -0.153, 0.825], [0.761, -0.969, -0.215], [-0.453, -1.007, -1.779], [0.231, -1.438, 1.008], [-5.485, 4.876, -3.021], [-0.169, -0.497, -0.949], [-4.545, 0.249, -1.299], [0.157, -1.898, 1.212], [-0.466, -0.674, -0.037], [3.294, -0.649, 1.022], [0.956, 2.588, -2.037], [0.166, 0.181, -2.163]]}